C38H36O4PPtS4 | ωB97M-V/def2-TZVPD

The calculation puts the strongest force on any atom at 1.387 eV/Å. The energy above the lowest of the compared OMol25 structures with the same formula, charge and spin is 0.0 kJ/mol. For the HOMO energy (alpha / beta), the calculation gives -6.3 / -7.6 eV. As for the gap between HOMO and LUMO (alpha / beta): 6.187 / 6.863 eV. The multiplicity is 2.

Structure (XYZ):
```
84
Properties=species:S:1:pos:R:3:mulliken_charge:R:1
Pt -1.287 -0.893 0.028 0.896
C 7.159 -2.057 -0.500 -1.478
C 5.702 -1.767 -0.240 0.995
C 4.725 -2.724 -0.504 -0.831
C 3.383 -2.459 -0.260 -0.355
C 3.017 -1.219 0.241 0.398
C 3.971 -0.255 0.525 -0.257
C 5.307 -0.535 0.277 -0.922
S 1.280 -0.891 0.624 0.697
O 1.338 0.246 1.594 -0.588
C 0.793 -0.314 -1.041 -0.665
C 0.689 -1.378 -1.992 -0.462
C 0.620 -1.116 -3.320 -1.369
C 0.636 0.215 -3.785 0.796
C 0.514 0.513 -5.167 -1.207
C 0.483 1.799 -5.602 -0.601
C 0.564 2.861 -4.669 -0.993
C 0.697 2.609 -3.340 -0.689
C 0.757 1.274 -2.849 1.395
C 0.891 0.983 -1.461 -0.427
C 1.033 2.121 -0.501 0.802
C 2.198 2.940 -0.547 0.753
C 3.315 2.600 -1.360 -0.427
C 4.429 3.381 -1.372 -0.873
C 4.490 4.557 -0.583 -0.663
C 3.442 4.900 0.214 -0.920
C 2.275 4.094 0.268 0.578
C 1.192 4.417 1.119 -1.331
C 0.104 3.608 1.184 -0.806
C 0.045 2.445 0.382 -0.047
S -1.444 1.453 0.421 1.248
O -2.449 2.139 -0.418 -0.815
C -1.946 1.637 2.118 0.135
C -1.091 1.396 3.188 -0.167
C -1.591 1.515 4.473 -0.973
C -2.925 1.856 4.705 0.990
C -3.457 1.962 6.112 -1.499
C -3.756 2.071 3.612 -0.853
C -3.276 1.962 2.314 -0.546
H 7.346 -3.130 -0.541 0.371
H 7.789 -1.631 0.281 0.375
H 7.479 -1.627 -1.451 0.286
H 5.019 -3.693 -0.891 0.352
H 2.630 -3.219 -0.443 0.379
H 3.662 0.693 0.948 0.556
H 6.058 0.216 0.499 0.376
H 0.681 -2.399 -1.633 0.573
H 0.533 -1.926 -4.035 0.440
H 0.434 -0.307 -5.871 0.441
H 0.385 2.010 -6.660 0.404
H 0.508 3.887 -5.012 0.418
H 0.741 3.438 -2.644 0.462
H 3.277 1.701 -1.962 0.528
H 5.276 3.097 -1.985 0.456
H 5.374 5.181 -0.613 0.404
H 3.485 5.793 0.826 0.449
H 1.242 5.315 1.723 0.416
H -0.722 3.853 1.839 0.603
H -0.059 1.107 3.013 0.648
H -0.932 1.338 5.316 0.419
H -2.700 2.358 6.790 0.378
H -3.751 0.979 6.488 0.277
H -4.332 2.609 6.157 0.383
H -4.797 2.331 3.774 0.359
H -3.913 2.141 1.457 0.572
C -5.774 -3.782 2.575 -1.208
C -4.342 -3.933 2.126 -0.271
O -4.304 -3.909 0.682 -0.315
P -3.307 -2.900 -0.050 1.140
S -3.757 -1.003 0.328 -0.482
S -1.404 -3.358 0.371 -0.532
O -3.655 -3.199 -1.566 -0.343
C -3.520 -4.536 -2.098 -0.278
C -4.881 -5.040 -2.514 -1.150
H -5.832 -3.851 3.663 0.402
H -6.396 -4.566 2.142 0.298
H -6.166 -2.813 2.263 0.252
H -3.915 -4.883 2.446 0.294
H -3.722 -3.129 2.523 0.318
H -3.066 -5.190 -1.352 0.338
H -2.840 -4.463 -2.945 0.362
H -5.545 -5.091 -1.650 0.264
H -4.789 -6.038 -2.947 0.371
H -5.324 -4.375 -3.256 0.298
```

---

C38H37BF4GeO2PtS2 | ωB97M-V/def2-TZVPD

The calculation puts the strongest force on any atom at 0.768 eV/Å. The energy above the lowest of the compared OMol25 structures with the same formula, charge and spin is 91.2 kJ/mol. For the HOMO energy, the calculation gives -8.4 eV. As for the gap between HOMO and LUMO: 7.086 eV.

Structure (XYZ):
```
86
Properties=species:S:1:pos:R:3:mulliken_charge:R:1
Pt -0.555 0.463 0.443 2.204
C 6.003 1.419 -4.361 -1.514
C 5.243 0.998 -3.136 0.942
C 4.374 1.891 -2.505 -1.292
C 3.679 1.523 -1.368 0.196
C 3.862 0.248 -0.846 0.126
C 4.701 -0.662 -1.460 -0.702
C 5.391 -0.275 -2.602 -0.855
S 2.902 -0.259 0.577 0.991
O 3.260 -1.666 0.876 -0.780
C 3.751 0.737 1.822 0.452
C 5.055 0.340 2.199 -0.862
C 5.683 0.978 3.220 -1.331
C 5.043 2.028 3.928 0.631
C 5.681 2.674 5.013 -0.852
C 5.050 3.672 5.701 -0.727
C 3.750 4.070 5.335 -0.908
C 3.111 3.468 4.288 -0.700
C 3.740 2.432 3.558 1.267
C 3.090 1.767 2.467 -0.298
C 1.735 2.245 2.043 0.585
C 1.594 3.478 1.364 0.868
C 2.726 4.268 1.004 -0.743
C 2.567 5.453 0.353 -0.900
C 1.275 5.938 0.028 -0.877
C 0.174 5.211 0.351 -0.937
C 0.295 3.960 1.022 0.692
C -0.836 3.211 1.342 -1.418
C -0.721 1.984 1.999 -0.814
C 0.588 1.510 2.321 0.295
S 0.641 -0.084 3.177 0.519
O -0.477 -0.824 2.492 -0.694
C -0.021 0.454 4.751 0.501
C 0.838 0.895 5.743 -0.149
C 0.303 1.338 6.942 -0.971
C -1.071 1.320 7.163 1.023
C -1.644 1.764 8.478 -1.471
C -1.907 0.847 6.153 -0.920
C -1.397 0.407 4.942 -0.730
H 5.371 1.998 -5.035 0.364
H 6.384 0.558 -4.908 0.370
H 6.856 2.046 -4.092 0.298
H 4.233 2.882 -2.921 0.451
H 2.993 2.217 -0.896 0.554
H 4.794 -1.657 -1.045 0.536
H 6.048 -0.984 -3.092 0.357
H 5.519 -0.488 1.680 0.541
H 6.681 0.683 3.521 0.403
H 6.680 2.359 5.288 0.441
H 5.549 4.160 6.528 0.418
H 3.254 4.855 5.890 0.463
H 2.109 3.775 4.020 0.521
H 3.717 3.910 1.251 0.613
H 3.438 6.037 0.083 0.467
H 1.172 6.887 -0.481 0.427
H -0.818 5.567 0.103 0.550
H -1.824 3.589 1.107 0.479
H -1.603 1.512 2.430 0.455
H 1.910 0.900 5.585 0.553
H 0.965 1.694 7.722 0.370
H -0.955 2.417 9.012 0.367
H -1.851 0.904 9.118 0.296
H -2.583 2.298 8.336 0.370
H -2.978 0.819 6.316 0.436
H -2.041 0.025 4.161 0.563
F -4.761 -0.657 0.573 -0.305
B -3.637 0.082 0.818 0.449
F -3.211 -0.007 2.148 -0.150
F -3.758 1.428 0.470 -0.406
F -2.546 -0.468 -0.027 -0.512
C -2.760 1.166 -2.619 -1.116
Ge -1.017 2.029 -2.641 0.532
C -1.244 3.980 -2.642 -1.233
C -0.038 1.494 -4.259 -1.241
C 0.133 1.501 -1.124 -0.313
H -3.324 1.498 -3.493 0.427
H -3.323 1.413 -1.722 0.255
H -2.674 0.081 -2.659 0.351
H -1.758 4.296 -3.550 0.470
H -0.285 4.497 -2.591 0.333
H -1.853 4.295 -1.788 0.278
H -0.627 1.693 -5.155 0.374
H 0.185 0.427 -4.230 0.382
H 0.906 2.035 -4.344 0.337
H 0.680 2.354 -0.724 -0.788
H 0.878 0.783 -1.507 0.363
```

---

C38H37BaN9O4S | ωB97M-V/def2-TZVPD

The calculation puts the strongest force on any atom at 2.886 eV/Å. The energy above the lowest of the compared OMol25 structures with the same formula, charge and spin is 0.0 kJ/mol. For the HOMO energy (alpha / beta), the calculation gives -6.6 / -6.6 eV. As for the gap between HOMO and LUMO (alpha / beta): 5.556 / 5.561 eV.

Structure (XYZ):
```
90
Properties=species:S:1:pos:R:3:mulliken_charge:R:1
Ba 0.236 0.472 -0.651 1.666
C 4.256 -3.131 -0.303 -1.645
C 3.403 -1.896 -0.436 0.351
N 2.153 -1.931 -0.908 1.058
N 1.697 -3.102 -1.338 -1.036
C 0.582 -2.950 -2.152 0.039
O 0.254 -1.808 -2.587 -0.708
C -0.303 -4.120 -2.484 0.205
C -1.590 -3.944 -3.069 -0.108
C -2.413 -5.045 -3.299 -0.786
C -1.955 -6.298 -2.937 -0.254
C -0.721 -6.480 -2.357 -0.628
C 0.095 -5.410 -2.098 -0.174
C 3.931 -0.606 -0.060 0.275
C 5.264 -0.584 0.372 -0.613
C 5.808 0.563 0.955 -0.623
C 4.998 1.665 1.066 -0.729
C 3.677 1.608 0.581 -0.423
N 3.116 0.516 0.048 0.405
H 3.670 -4.002 -0.647 0.256
H 4.606 -3.248 0.723 0.381
H 5.115 -3.026 -0.957 0.423
H -1.918 -2.935 -3.377 0.368
H -3.380 -4.938 -3.771 0.418
H -2.592 -7.153 -3.082 0.366
H -0.367 -7.495 -2.185 0.362
H 1.040 -5.594 -1.559 0.340
H 5.855 -1.487 0.242 0.316
H 6.849 0.576 1.258 0.403
H 5.343 2.613 1.480 0.406
H 3.076 2.514 0.594 0.507
C 1.551 2.676 -4.622 -0.517
O 0.360 3.269 -4.009 -0.428
C 0.325 3.246 -2.643 0.434
O 1.254 3.087 -1.856 -0.538
N -0.956 3.345 -2.167 -0.144
N -1.297 2.874 -0.868 -0.077
H 1.469 2.959 -5.685 0.229
H 1.530 1.575 -4.506 0.213
H 2.462 3.140 -4.188 0.283
H -1.743 3.323 -2.838 0.288
H -2.294 3.018 -0.742 0.279
H -0.886 3.525 -0.140 0.434
N 3.671 5.644 4.248 -0.370
C 2.898 6.467 3.497 0.181
S 2.982 8.122 3.590 -0.325
C 1.875 5.804 2.658 0.786
C 1.260 6.410 1.551 -0.642
C 0.315 5.739 0.816 -0.597
N -0.055 4.460 1.099 -0.522
C 0.469 3.897 2.180 -0.657
C 1.455 4.500 2.953 -0.688
H 4.499 6.081 4.624 0.265
H 3.740 4.674 3.972 0.205
H 1.499 7.420 1.271 0.399
H -0.205 6.211 -0.027 0.439
H 0.157 2.882 2.403 0.581
H 1.768 3.974 3.869 0.504
C 0.114 -3.907 4.284 -0.717
C 0.638 -3.723 2.988 -0.452
C 0.392 -2.593 2.225 -0.685
C -0.442 -1.549 2.743 0.196
C -0.794 -0.414 2.004 0.149
C -1.633 0.526 2.537 -0.885
C -2.143 0.388 3.852 -1.048
C -1.845 -0.747 4.600 -0.962
C -0.992 -1.743 4.100 0.973
C -0.712 -2.927 4.799 -0.611
H 0.440 -4.713 4.918 0.384
H 1.261 -4.529 2.573 0.405
H 0.809 -2.474 1.228 0.701
H -1.893 1.409 1.945 0.501
H -2.758 1.175 4.264 0.440
H -2.265 -0.852 5.599 0.324
H -1.121 -3.023 5.783 0.357
N -7.234 -1.963 -2.196 -0.368
C -6.608 -1.010 -2.929 0.175
O -7.107 -0.470 -3.901 -0.615
C -5.284 -0.630 -2.344 0.898
C -4.902 -0.777 -1.000 -1.012
C -3.586 -0.562 -0.614 -0.528
N -2.623 -0.164 -1.457 0.630
C -2.976 0.043 -2.744 -0.667
C -4.261 -0.138 -3.199 -0.710
H -8.071 -2.385 -2.578 0.237
H -6.726 -2.498 -1.491 0.210
H -5.593 -1.055 -0.218 0.512
H -3.280 -0.782 0.410 0.413
H -2.195 0.325 -3.445 0.518
H -4.497 0.100 -4.240 0.408
```

---

C38H38ClN2NiPS2Si | ωB97M-V/def2-TZVPD

The calculation puts the strongest force on any atom at 1.134 eV/Å. The energy above the lowest of the compared OMol25 structures with the same formula, charge and spin is 0.0 kJ/mol. For the HOMO energy (alpha / beta), the calculation gives -6.9 / -6.8 eV. As for the gap between HOMO and LUMO (alpha / beta): 7.083 / 6.574 eV. The multiplicity is 3.

Structure (XYZ):
```
84
Properties=species:S:1:pos:R:3:mulliken_charge:R:1
Ni -0.782 -0.016 -0.743 -0.828
Cl -1.218 -2.551 -1.819 -0.289
C -2.718 -2.066 0.981 0.688
C -3.861 -2.718 1.421 -0.571
C -3.791 -3.560 2.520 -0.780
C -2.587 -3.739 3.185 -0.758
C -1.444 -3.099 2.730 -0.328
C -1.493 -2.272 1.611 0.083
P 0.005 -1.505 0.930 0.977
C 0.849 -0.878 2.418 0.560
C 1.956 -1.504 2.981 -0.685
C 2.565 -0.965 4.109 -0.732
C 2.075 0.199 4.681 -0.663
C 0.973 0.835 4.120 -1.053
C 0.370 0.300 2.993 0.007
C 1.073 -2.853 0.353 0.317
C 2.307 -2.519 -0.199 0.062
C 3.153 -3.516 -0.662 -0.918
C 2.774 -4.848 -0.573 -0.673
C 1.546 -5.182 -0.021 -0.651
C 0.695 -4.189 0.439 -0.694
H -4.799 -2.551 0.909 0.523
H -4.683 -4.067 2.866 0.397
H -2.534 -4.386 4.051 0.416
H -0.498 -3.250 3.237 0.516
H 2.350 -2.408 2.535 0.441
H 3.428 -1.459 4.537 0.437
H 2.553 0.618 5.557 0.395
H 0.595 1.753 4.552 0.459
H -0.461 0.830 2.532 0.326
H 2.619 -1.486 -0.272 0.245
H 4.105 -3.243 -1.097 0.488
H 3.432 -5.625 -0.941 0.380
H 1.236 -6.218 0.031 0.410
H -0.281 -4.457 0.819 0.395
S -2.905 -0.886 -0.339 -0.519
C -3.324 0.624 0.697 1.477
N -3.415 0.399 2.118 -0.300
C -4.050 1.562 2.732 -0.694
C -5.370 1.699 1.990 -0.598
S -4.963 1.328 0.253 -0.153
H -2.519 0.155 2.528 0.063
H -3.456 2.478 2.611 0.305
H -4.202 1.378 3.794 0.482
H -5.788 2.701 2.065 0.419
H -6.092 0.970 2.352 0.345
C -2.254 1.548 0.251 -1.626
C -1.488 2.362 -0.213 0.190
C -0.751 3.421 -0.856 0.521
C 0.437 3.929 -0.336 0.038
C 1.107 4.938 -1.006 -0.805
C 0.587 5.459 -2.182 -0.336
C -0.612 4.975 -2.690 -0.828
C -1.281 3.957 -2.033 -0.173
H 0.838 3.530 0.579 0.418
H 2.040 5.314 -0.610 0.437
H 1.115 6.246 -2.705 0.403
H -1.020 5.383 -3.605 0.394
H -2.210 3.565 -2.426 0.412
C 0.962 1.905 -4.442 -0.865
Si 0.303 0.403 -3.528 0.190
C -1.568 0.451 -3.654 -0.917
C 0.942 -1.168 -4.323 -1.099
N 0.679 0.490 -1.820 1.778
C 1.952 0.711 -1.331 -0.197
C 2.149 1.033 0.025 0.353
C 3.411 1.191 0.575 -0.945
C 4.546 1.048 -0.211 -0.926
C 4.379 0.744 -1.557 -0.982
C 3.118 0.577 -2.109 -0.029
H 0.679 1.858 -5.498 0.408
H 2.050 1.979 -4.393 0.324
H 0.550 2.828 -4.020 0.045
H -1.829 0.496 -4.717 0.475
H -2.003 1.335 -3.177 0.106
H -2.027 -0.455 -3.258 0.293
H 0.268 -1.487 -5.123 0.387
H 0.965 -1.972 -3.585 0.206
H 1.939 -1.051 -4.756 0.385
H 1.280 1.145 0.658 0.736
H 3.502 1.419 1.632 0.425
H 5.535 1.167 0.212 0.387
H 5.249 0.619 -2.192 0.410
H 3.038 0.296 -3.150 0.283
```

---

C38H38CoN8O2S | ωB97M-V/def2-TZVPD

The calculation puts the strongest force on any atom at 3.893 eV/Å. The energy above the lowest of the compared OMol25 structures with the same formula, charge and spin is 0.0 kJ/mol. For the HOMO energy (alpha / beta), the calculation gives -10.0 / -10.1 eV. As for the gap between HOMO and LUMO (alpha / beta): 7.674 / 5.406 eV. The multiplicity is 5. As for the charge: +1.

Structure (XYZ):
```
88
Properties=species:S:1:pos:R:3:mulliken_charge:R:1
Co -1.066 -0.803 0.968 -1.013
C 3.526 -1.247 -3.472 -1.455
C 2.338 -1.043 -4.360 0.893
C 2.521 -0.972 -5.788 -0.784
C 1.455 -0.569 -6.590 -0.498
C 0.233 -0.136 -6.089 -1.240
C 0.017 -0.311 -4.694 0.326
C 1.057 -0.691 -3.826 0.124
N 0.880 -0.690 -2.429 0.190
C -0.278 -0.603 -1.717 -0.655
N -1.275 -1.384 -2.152 0.445
C -2.500 -1.698 -1.484 0.595
C -2.588 -1.568 -0.099 -0.542
C -3.702 -2.076 0.507 0.215
C -4.803 -2.547 -0.253 -1.325
C -4.682 -2.586 -1.592 -0.791
C -3.539 -2.064 -2.254 1.036
C -3.536 -1.986 -3.776 -1.320
N -0.341 0.170 -0.627 1.118
C 0.633 1.237 -0.585 -0.604
C 1.816 1.197 0.304 0.126
C 2.832 2.115 0.119 -0.831
C 2.765 3.131 -0.833 -0.710
C 1.660 3.184 -1.660 -0.913
C 0.481 2.381 -1.400 1.055
C -0.798 2.745 -2.180 -1.430
H 4.000 -0.248 -3.179 0.249
H 4.239 -1.884 -3.992 0.468
H 3.250 -1.793 -2.562 0.292
H 3.408 -1.451 -6.163 0.373
H 1.517 -0.752 -7.648 0.377
H -0.510 0.293 -6.714 0.474
H -0.960 -0.008 -4.254 0.153
H 1.665 -0.386 -1.857 0.464
H -1.114 -1.769 -3.008 0.473
H -3.724 -2.131 1.619 0.515
H -5.676 -2.802 0.323 0.470
H -5.570 -2.921 -2.211 0.307
H -4.536 -1.995 -4.257 0.401
H -2.890 -2.778 -4.142 0.383
H -3.145 -0.963 -4.151 0.179
H 1.949 0.377 1.031 0.461
H 3.655 2.055 0.792 0.542
H 3.647 3.726 -1.127 0.352
H 1.534 3.972 -2.446 0.395
H -0.431 3.040 -3.183 0.521
H -1.368 3.509 -1.677 0.254
H -1.429 1.865 -2.312 0.112
N 5.047 1.731 6.004 -0.494
C 3.958 1.127 5.521 1.034
C 3.063 1.759 4.684 -0.953
C 1.855 1.186 4.351 0.148
C 1.629 -0.107 4.693 -0.263
C 2.487 -0.868 5.554 -0.638
C 3.694 -0.231 5.872 -0.687
S -0.003 -0.704 4.258 1.295
O -0.310 -1.931 4.994 -0.742
O -0.883 0.445 4.406 -0.855
N 0.100 -0.947 2.623 0.104
C 0.434 -2.243 2.270 0.465
N -0.113 -2.532 1.087 0.386
C -0.090 -3.860 0.748 -0.028
C 0.542 -4.808 1.516 -0.934
C 1.273 -4.345 2.607 -0.352
N 1.165 -3.100 2.968 -0.422
H 5.207 2.686 5.743 0.198
H 5.860 1.255 6.507 0.219
H 3.178 2.802 4.466 0.330
H 1.216 1.773 3.692 0.218
H 2.167 -1.876 5.751 0.509
H 4.445 -0.731 6.455 0.306
H -0.529 -4.066 -0.232 0.480
H 0.557 -5.856 1.285 0.429
H 1.772 -5.014 3.312 0.418
N -2.269 0.526 1.759 -0.120
C -2.453 1.879 1.289 0.035
C -1.838 2.936 1.987 0.132
C -2.272 4.240 1.693 -0.790
C -3.084 4.467 0.662 -0.301
C -3.628 3.427 -0.105 -0.775
C -3.347 2.108 0.206 -0.440
H -2.024 0.541 2.740 0.438
H -3.150 -0.029 1.756 0.568
H -1.078 2.734 2.757 0.294
H -1.775 5.093 2.137 0.378
H -3.356 5.487 0.319 0.328
H -4.291 3.629 -0.931 0.435
H -3.776 1.275 -0.319 0.421
```